1.
A molecular structure, C41H41CsN8O3S2, computed with ωB97M-V with the def2-TZVPD basis set.

Each line ends with the Mulliken charge.
CARTESIAN COORDINATES (ANGSTROEM)
Cs  -0.267  0.093  -0.065  0.8317
S  2.513  1.015  -2.552  -0.1540
S  0.052  0.883  -4.031  -0.4147
O  -7.362  -3.949  -1.799  -0.6025
O  -7.243  -1.744  -1.924  -0.5164
O  -2.115  1.979  0.446  0.0916
N  -3.351  0.047  4.152  0.0586
N  0.927  2.732  -0.721  1.1056
N  -3.596  -2.335  3.682  0.0252
N  -2.490  -0.876  2.081  0.9882
N  -4.891  -0.696  2.414  0.0114
N  -1.076  -2.958  -0.924  0.4923
N  0.234  2.479  -1.905  -0.5712
N  1.532  -2.572  -0.455  0.1760
C  -3.262  -4.029  -0.633  0.1128
C  -2.206  3.239  0.223  -0.0455
C  -2.445  -3.043  -1.188  -0.3862
C  -4.627  -4.001  -0.857  -1.1305
C  -3.449  3.924  0.164  -0.9308
C  3.704  -3.404  0.042  -0.7155
C  1.518  -0.776  2.715  -0.5053
C  1.186  -0.451  5.157  -0.5675
C  -2.519  -2.202  2.683  0.2152
C  3.230  4.021  -3.345  -0.3043
C  -3.364  -1.305  4.704  -0.8190
C  0.835  1.654  -2.707  -0.3138
C  -1.044  4.052  0.021  -0.3806
C  0.841  -2.623  4.237  -0.4623
C  3.572  5.973  -1.407  -0.5407
C  0.841  -1.785  5.346  -0.4671
C  0.979  3.600  1.481  -1.0310
C  -3.005  -2.028  -1.970  -0.2692
C  -4.864  -2.030  3.015  -0.7946
C  2.789  -2.362  -0.110  -0.2744
C  3.610  4.631  -1.064  -0.2648
C  3.363  6.346  -2.728  -0.4636
C  3.529  2.191  -1.608  -0.5589
C  -2.281  0.121  3.139  0.2813
C  3.448  3.637  -2.027  0.5008
C  -1.149  5.412  -0.201  -0.1966
C  3.279  -4.700  -0.184  -0.3758
C  1.165  -2.116  2.978  0.3731
C  1.517  0.014  3.884  -0.4336
C  -4.369  -2.001  -2.177  -0.8348
C  -3.781  -0.608  1.447  1.0853
C  -6.673  -2.963  -1.780  0.4328
C  -2.386  6.053  -0.258  -0.9057
C  0.305  3.431  0.149  -0.1204
C  -4.627  0.282  3.476  -0.6645
C  1.956  -4.922  -0.547  -0.8667
C  3.189  5.365  -3.691  -0.5912
C  -0.319  -3.966  -0.997  -0.7395
C  -3.530  5.285  -0.071  -0.4853
C  -5.193  -2.979  -1.612  0.4971
C  1.119  -3.820  -0.659  0.6074
H  3.733  4.341  -0.027  0.2356
H  4.721  -3.189  0.343  0.3953
H  4.546  1.829  -1.804  0.4680
H  1.771  1.074  3.810  0.2140
H  1.579  -5.922  -0.725  0.3942
H  -5.675  -2.103  3.747  0.3602
H  -2.678  -2.947  1.898  -0.2345
H  -4.508  5.757  -0.110  0.3583
H  1.192  0.235  6.002  0.3172
H  -2.451  7.117  -0.450  0.3443
H  3.682  6.728  -0.637  0.3673
H  -3.732  0.390  1.007  -0.1640
H  3.338  2.112  -0.541  0.1324
H  -4.785  -1.212  -2.793  0.5356
H  3.049  3.258  -4.094  0.3520
H  2.994  5.644  -4.720  0.3764
H  -5.275  -4.752  -0.424  0.3939
H  -4.349  3.333  0.305  0.3653
H  3.061  -1.330  0.080  0.4102
H  3.313  7.394  -2.999  0.3490
H  -2.268  1.109  2.675  -0.0670
H  -0.675  -4.959  -1.298  0.3628
H  -1.559  -2.391  3.166  -0.5135
H  3.963  -5.532  -0.073  0.3917
H  1.954  3.113  1.494  0.2176
H  -6.591  -1.055  -1.729  0.3777
H  -5.034  -2.771  2.228  0.3274
H  0.579  -2.160  6.330  0.3463
H  1.116  -2.831  2.150  0.0710
H  0.353  3.140  2.253  0.2828
H  -5.436  0.228  4.212  0.3422
H  -4.157  -1.374  5.456  0.3174
H  -0.237  5.985  -0.350  0.4264
H  -2.825  -4.784  0.008  0.3799
H  -3.957  -1.351  0.663  -1.0687
H  0.573  -3.673  4.347  0.3335
H  -2.400  -1.500  5.180  0.4240
H  1.076  4.660  1.732  0.3132
H  -2.359  -1.266  -2.393  0.6321
H  -1.320  -0.074  3.621  -0.4462
H  -4.611  1.280  3.033  0.3906

Computed properties:
Total charge ... -2
Largest force on an atom ... 0.928 eV/Å
Electronic energy ... -3067.2452 hartree
Frontier orbital gap ... 4.99 eV
Relative energy (zero: lowest compared OMol25 entry of this formula, charge and spin) ... 0.489 eV

=====

2.
A molecular structure, C41H41FP2V at a distorted geometry, computed with ωB97M-V with the def2-TZVPD basis set.

Each line ends with the Mulliken spin population.
CARTESIAN COORDINATES (ANGSTROEM)
V  -1.072  1.182  -2.283  0.8345
P  -1.276  -1.085  -2.260  0.0696
P  2.221  -0.327  -1.854  -0.0575
F  -3.833  0.726  3.574  -0.0002
C  -2.416  -2.372  -1.889  0.0185
C  -3.637  -3.607  -0.205  -0.0016
C  -2.812  -2.539  -0.540  0.0106
C  6.116  -1.488  -1.380  0.0006
C  -2.892  -3.230  -2.896  0.0140
C  -3.919  1.156  1.234  0.0001
C  -3.224  1.402  0.040  0.0258
C  -2.531  0.977  -5.895  0.0047
C  -4.500  2.850  -3.092  -0.0050
C  1.043  -0.087  -0.527  0.0143
C  -2.274  2.139  -3.613  0.1306
C  4.695  -3.319  -0.651  0.0005
C  -1.846  1.352  -0.058  -0.0790
C  0.632  0.406  -5.456  0.0303
C  0.165  1.654  -5.278  0.0312
C  3.407  3.061  -3.881  0.0008
C  -2.262  -0.300  -5.533  -0.0064
C  0.117  -0.511  -6.526  -0.0016
C  5.963  -2.813  -0.957  -0.0001
C  2.721  3.733  -1.667  0.0000
C  3.707  -1.211  -1.338  0.0004
C  -1.795  1.076  2.386  -0.0044
C  -4.905  1.528  -2.853  -0.0066
C  3.210  1.720  -3.531  -0.0057
C  -2.709  0.754  -3.315  -0.0736
C  -3.989  0.454  -2.913  0.0079
C  3.129  4.076  -2.957  -0.0004
C  1.379  -1.394  -3.017  0.0772
C  4.990  -0.680  -1.558  -0.0010
C  2.551  2.402  -1.314  -0.0012
C  3.565  -2.514  -0.823  -0.0004
C  -1.797  1.797  -6.937  -0.0044
C  -3.187  3.179  -3.431  0.0284
C  -4.093  -4.473  -1.206  0.0081
C  -0.480  2.418  -6.404  0.0196
C  -3.753  -4.272  -2.549  -0.0021
C  2.703  1.378  -2.267  0.0336
C  -1.149  1.297  1.155  0.0115
C  -3.182  0.994  2.397  -0.0010
C  -1.254  -1.183  -6.192  -0.0005
C  0.061  -1.784  -3.164  -0.0286
H  -2.450  -1.844  0.214  0.0019
H  -5.000  1.085  1.239  -0.0004
H  -5.936  1.335  -2.524  -0.0005
H  -4.247  -0.549  -2.534  0.0004
H  -1.695  -1.642  -7.104  0.0002
H  -4.743  -5.303  -0.936  0.0003
H  -0.072  1.426  1.176  0.0001
H  2.505  4.493  -0.914  0.0001
H  3.218  5.128  -3.235  0.0002
H  1.593  0.119  0.401  -0.0035
H  4.567  -4.349  -0.303  0.0000
H  -0.177  -2.602  -3.846  -0.0020
H  -3.923  -3.751  0.837  0.0000
H  3.759  3.317  -4.888  -0.0001
H  5.095  0.355  -1.890  0.0011
H  -3.451  1.465  -5.529  -0.0013
H  2.119  -1.942  -3.610  -0.0011
H  -3.782  1.659  -0.852  -0.0009
H  -1.237  0.953  3.308  -0.0003
H  -2.801  4.197  -3.546  -0.0010
H  7.107  -1.090  -1.605  0.0000
H  -1.617  1.260  -7.890  -0.0002
H  -4.156  -4.917  -3.333  -0.0003
H  1.509  0.080  -4.884  0.0012
H  3.447  0.914  -4.229  -0.0009
H  -2.480  2.626  -7.205  0.0001
H  0.017  -0.033  -7.513  0.0005
H  0.237  2.497  -7.251  0.0008
H  -2.975  -0.832  -4.884  -0.0011
H  0.858  -1.314  -6.663  -0.0002
H  -0.698  3.456  -6.102  -0.0011
H  0.376  0.784  -0.728  0.0129
H  -5.222  3.660  -2.944  0.0000
H  6.834  -3.471  -0.895  0.0000
H  0.456  -0.999  -0.397  -0.0113
H  -1.055  -2.012  -5.502  0.0004
H  0.446  2.227  -4.367  -0.0429
H  2.248  2.159  -0.298  -0.0001
H  -1.346  2.307  -4.156  -0.0417
H  2.568  -2.898  -0.589  -0.0012
H  -2.587  -3.082  -3.931  0.0002

Computed properties:
Total charge ... +2
Largest force on an atom ... 3.072 eV/Å
Electronic energy ... -3312.6264 hartree
⟨S²⟩ ... 0.81
Frontier orbital gap (spin up / spin down) ... 5.98 / 5.77 eV
Multiplicity ... 2

=====

3.
A molecular structure, C41H41InN6O4 at a distorted geometry, computed with ωB97M-V with the def2-TZVPD basis set.

Each line ends with the Mulliken charge.
CARTESIAN COORDINATES (ANGSTROEM)
In  0.222  -0.888  1.329  2.0771
O  1.045  -1.353  -0.770  -0.1396
O  -0.341  -1.059  3.431  -0.9119
O  -1.257  -2.888  0.025  -0.1048
O  -0.345  0.946  0.117  0.1160
N  -1.991  -0.706  1.305  0.2149
N  1.732  0.786  2.059  -0.0184
N  0.190  -0.899  -3.224  0.6065
N  1.978  -2.234  1.817  -0.4041
N  -1.996  2.237  -3.139  -0.0327
N  -2.508  0.205  2.026  -0.6514
C  -2.626  -0.986  0.111  0.6410
C  4.156  -5.603  -2.803  -1.7611
C  0.519  3.694  -2.054  -0.7846
C  -0.125  1.260  -4.397  -0.4940
C  -2.761  3.436  5.562  -1.0123
C  -0.645  -0.173  -4.149  -0.6258
C  -2.032  0.614  3.193  -0.3325
C  -0.991  -4.190  -0.462  -1.2217
C  -2.236  -2.154  -0.578  0.2940
C  2.466  -3.233  -0.357  0.7460
C  -3.647  2.500  3.102  -0.2508
C  2.054  1.875  1.474  -0.3168
C  -0.970  -0.040  3.898  0.5520
C  -1.229  1.519  5.743  -0.7522
C  3.290  -4.500  -2.292  -0.1505
C  -4.172  3.654  3.640  -0.8624
C  -2.858  -2.466  -1.782  -0.5364
C  -0.642  0.418  5.206  -0.5570
C  1.497  2.442  0.275  0.8017
C  -3.723  4.131  4.872  -0.6018
C  1.647  4.186  -1.442  0.3837
C  -4.265  -0.515  -1.593  -0.7593
C  1.732  -2.647  -2.615  0.1326
C  1.701  -2.358  -1.196  0.2741
C  -2.217  2.255  5.035  0.6897
C  3.255  -0.778  3.256  -0.8340
C  2.388  0.483  3.308  -0.6987
C  -3.867  -1.651  -2.280  -1.0438
C  2.599  -3.048  1.059  -0.2792
C  3.221  -4.257  -0.919  -0.5996
C  -0.209  2.623  -1.495  -0.0151
C  0.290  1.947  -0.311  -0.0591
C  2.331  5.414  -1.948  -1.6436
C  -2.657  1.782  3.777  0.7408
C  -1.258  2.296  -4.390  -1.1033
C  0.962  -1.907  -3.529  0.0042
C  -3.646  -0.183  -0.403  -0.2744
C  2.537  -3.697  -3.116  -0.7854
C  -1.479  2.213  -1.929  -0.3528
C  2.117  3.547  -0.286  -1.2228
C  2.443  -2.077  3.164  -1.0278
H  0.992  -2.209  -4.571  0.5189
H  -5.075  0.093  -1.965  0.5638
H  3.077  -2.921  3.459  0.6936
H  3.012  3.937  0.183  0.5325
H  3.381  -3.670  1.514  0.4318
H  3.411  5.285  -1.961  0.3986
H  3.020  1.327  3.619  0.7587
H  0.097  -0.150  5.757  0.6962
H  3.845  -0.807  4.174  0.5233
H  2.112  6.251  -1.285  0.3507
H  3.795  -4.898  -0.262  0.5598
H  -0.353  -4.662  0.284  0.1803
H  -2.978  2.008  -3.221  0.3826
H  4.308  -5.524  -3.875  0.4034
H  0.184  -0.640  -2.229  -0.5530
H  -2.589  -3.357  -2.326  0.5568
H  -4.132  5.041  5.283  0.4144
H  1.988  5.673  -2.944  0.3841
H  0.126  4.210  -2.917  0.5236
H  1.577  -2.024  3.823  0.2934
H  -4.361  -1.925  -3.201  0.4693
H  1.614  0.342  4.066  -0.1570
H  -1.646  -0.133  -3.709  0.0526
H  5.124  -5.585  -2.310  0.4093
H  -0.943  1.854  6.729  0.4683
H  -0.703  -0.727  -5.087  0.6372
H  -1.963  2.094  -5.196  0.4838
H  0.394  1.320  -5.353  0.5582
H  0.591  1.518  -3.615  0.3031
H  -2.402  3.793  6.515  0.4475
H  -2.111  1.783  -1.158  0.6884
H  -3.953  0.682  0.167  0.3593
H  2.558  -3.862  -4.184  0.4749
H  3.698  -6.566  -2.589  0.3359
H  -1.915  -4.763  -0.554  0.4755
H  2.840  2.489  1.934  0.3639
H  3.942  -0.713  2.407  0.3056
H  -4.932  4.200  3.107  0.4393
H  -3.994  2.137  2.149  0.4660
H  -0.469  -4.166  -1.425  0.4127
H  -0.844  3.292  -4.558  0.3396

Computed properties:
Total charge ... +2
Largest force on an atom ... 1.828 eV/Å
Electronic energy ... -2406.1640 hartree
Frontier orbital gap ... 6.06 eV
Relative energy (zero: lowest compared OMol25 entry of this formula, charge and spin) ... 0.827 eV

=====

largest force on an atom of number 3 (C41H41InN6O4)?
1.828 eV/Å

=====

What is the formula in the third record?
C41H41InN6O4

=====

Among the records above, which one has the highest largest force on an atom?
C41H41FP2V